{
  "formula": "C2H4HgLiO2",
  "method": "ωB97M-V with the def2-TZVPD basis set",
  "elements": ["O", "C", "C", "O", "Hg", "Li", "H", "H", "H", "H"],
  "coordinates": [[-0.74, 0.96, -0.94], [-0.81, -0.18, 0.25], [0.59, -0.52, 0.70], [1.16, 0.23, -0.38], [0.70, 2.12, -0.34], [0.16, -0.12, -2.41], [-1.35, -1.05, -0.16], [-1.47, 0.20, 1.04], [0.87, -1.57, 0.59], [0.88, -0.07, 1.66]],
  "mulliken_charge": [-0.7354, -0.1280, -0.1171, -0.5195, 1.3692, 0.9626, 0.3243, 0.3027, 0.2895, 0.2516],
  "spin_multiplicity": 2,
  "total_charge": 2,
  "gap_ev": [8.34, 8.24]
}

{
  "formula": "N4O24S3Sr5",
  "method": "ωB97M-V with the def2-TZVPD basis set",
  "elements": ["Sr", "Sr", "Sr", "Sr", "Sr", "N", "O", "O", "O", "N", "O", "O", "O", "N", "O", "O", "O", "N", "O", "O", "O", "S", "O", "O", "O", "O", "S", "O", "O", "O", "O", "S", "O", "O", "O", "O"],
  "coordinates": [[15.05, 12.44, 20.19], [19.70, 7.79, 22.17], [19.10, 11.92, 21.41], [15.32, 7.74, 23.63], [14.87, 7.69, 18.25], [18.20, 10.13, 24.75], [18.31, 10.55, 23.62], [19.09, 9.52, 25.31], [17.10, 9.97, 25.27], [16.14, 13.25, 23.07], [16.28, 13.81, 24.21], [15.02, 12.91, 22.66], [17.16, 13.15, 22.49], [18.43, 13.83, 18.73], [18.68, 14.27, 17.63], [17.67, 12.88, 19.05], [19.15, 14.18, 19.78], [12.65, 8.12, 20.86], [12.56, 8.98, 19.93], [13.71, 7.47, 20.61], [11.81, 8.15, 21.84], [16.93, 9.48, 20.84], [17.02, 10.89, 20.69], [15.99, 8.96, 19.84], [18.24, 9.01, 20.85], [16.24, 9.19, 22.09], [21.29, 10.26, 20.34], [21.10, 9.06, 19.63], [22.77, 10.53, 20.46], [20.59, 11.25, 19.53], [20.66, 10.19, 21.61], [18.26, 6.09, 24.60], [17.55, 4.98, 25.14], [19.39, 5.67, 23.76], [17.60, 7.08, 23.73], [18.95, 6.69, 25.68]],
  "mulliken_charge": [1.7249, 1.7684, 1.7271, 2.1593, 2.1161, 0.6304, -0.2232, -0.5300, -0.6700, 0.9311, -0.5935, -0.8631, -0.4873, 0.8378, -0.5657, -0.5099, -0.5909, 0.9360, -0.6579, -0.6166, -0.5211, 0.2236, -0.7095, -0.5061, -0.7658, -0.6682, 1.4767, -0.7523, -0.7288, -0.8494, -0.9398, 0.9934, -0.7025, -0.9256, -0.5447, -0.6032],
  "total_charge": 0,
  "gap_ev": 2.80
}

{
  "formula": "C26H63BGaN2O11P2",
  "method": "ωB97M-V with the def2-TZVPD basis set",
  "elements": ["C", "C", "C", "C", "C", "C", "C", "C", "C", "C", "C", "C", "Ga", "C", "C", "O", "N", "O", "B", "N", "O", "H", "H", "H", "H", "H", "H", "H", "H", "H", "H", "H", "H", "H", "H", "H", "H", "H", "H", "H", "H", "H", "H", "H", "H", "H", "H", "H", "H", "H", "H", "H", "H", "H", "O", "P", "O", "C", "C", "O", "C", "C", "O", "C", "C", "H", "H", "H", "H", "H", "H", "H", "H", "H", "H", "H", "H", "H", "H", "H", "O", "P", "O", "C", "C", "O", "C", "C", "O", "C", "C", "H", "H", "H", "H", "H", "H", "H", "H", "H", "H", "H", "H", "H", "H", "H"],
  "coordinates": [[1.24, -2.69, 0.45], [0.44, -1.61, -0.30], [1.31, -0.71, -1.20], [1.43, -1.15, -2.68], [1.39, -2.66, -2.96], [-0.06, -3.21, -3.16], [-0.34, -4.53, -2.42], [-1.65, -4.42, -1.63], [-2.31, -5.78, -1.28], [-3.85, -5.69, -1.28], [-4.42, -4.48, -0.49], [-5.61, -3.83, -1.23], [-5.30, -1.87, -1.74], [-4.18, -0.86, -0.36], [-4.02, 0.60, -0.88], [-7.08, -1.02, -1.67], [-7.29, -0.42, -0.51], [-7.69, -1.15, 0.36], [-4.62, -1.58, -3.72], [-3.29, -1.98, -4.21], [-5.44, -0.96, -4.68], [1.70, -2.26, 1.34], [0.57, -3.50, 0.74], [2.04, -3.11, -0.15], [0.05, -0.96, 0.48], [-0.43, -2.02, -0.80], [0.82, 0.27, -1.22], [2.28, -0.58, -0.72], [2.41, -0.80, -3.02], [0.71, -0.64, -3.33], [1.88, -2.80, -3.93], [1.96, -3.25, -2.26], [-0.23, -3.33, -4.23], [-0.75, -2.42, -2.84], [0.45, -4.77, -1.71], [-0.42, -5.33, -3.16], [-1.47, -3.90, -0.69], [-2.36, -3.86, -2.24], [-1.98, -6.07, -0.28], [-2.00, -6.52, -2.02], [-4.27, -6.60, -0.84], [-4.18, -5.65, -2.32], [-4.80, -4.88, 0.45], [-3.66, -3.75, -0.24], [-6.46, -3.82, -0.54], [-5.96, -4.42, -2.09], [-4.76, -0.82, 0.56], [-3.20, -1.32, -0.18], [-4.80, 0.83, -1.61], [-3.07, 0.74, -1.40], [-4.14, 1.31, -0.06], [-2.57, -1.41, -3.76], [-3.22, -1.76, -5.20], [-4.91, -0.30, -5.14], [5.39, 1.07, 0.26], [6.11, 2.36, 0.32], [5.68, 3.09, 1.71], [6.01, 2.46, 2.95], [7.50, 2.37, 3.18], [5.32, 3.30, -0.74], [4.26, 2.76, -1.54], [2.93, 2.81, -0.81], [7.49, 3.20, 0.06], [8.74, 2.53, -0.19], [8.62, 1.34, -1.12], [5.55, 1.46, 2.98], [5.54, 3.06, 3.73], [7.96, 1.64, 2.51], [7.71, 2.04, 4.20], [7.98, 3.34, 3.02], [4.50, 1.75, -1.85], [4.21, 3.36, -2.44], [2.99, 2.48, 0.22], [2.19, 2.19, -1.32], [2.55, 3.84, -0.79], [9.19, 2.23, 0.76], [9.40, 3.27, -0.63], [7.88, 0.61, -0.76], [9.58, 0.82, -1.19], [8.32, 1.65, -2.12], [-2.23, 3.02, 4.52], [-1.84, 2.80, 3.11], [-3.19, 2.43, 2.29], [-4.24, 3.39, 2.19], [-3.83, 4.62, 1.40], [-1.13, 1.34, 3.13], [-0.93, 0.63, 4.35], [-2.14, -0.19, 4.73], [-0.92, 3.25, 1.84], [-0.22, 4.50, 1.80], [0.46, 4.87, 3.11], [-4.58, 3.67, 3.19], [-5.06, 2.89, 1.68], [-3.11, 5.23, 1.97], [-4.69, 5.25, 1.19], [-3.36, 4.34, 0.45], [-0.65, 1.32, 5.15], [-0.07, -0.02, 4.19], [-3.07, 0.36, 4.61], [-2.06, -0.53, 5.77], [-2.21, -1.07, 4.09], [-0.90, 5.30, 1.49], [0.53, 4.40, 1.02], [-0.25, 4.87, 3.95], [0.89, 5.86, 3.03], [1.25, 4.16, 3.35]],
  "mulliken_charge": [-1.6723, 1.0775, -0.1102, -0.8455, -1.0483, -0.1436, -0.8977, 0.3316, -0.9562, -0.9487, -0.1179, -1.0142, -0.6412, -0.4190, -0.7219, -0.3384, 0.2062, -0.3875, 0.7392, -0.5286, -0.6376, 0.4573, 0.3596, 0.3652, 0.3880, -1.0044, -0.0692, 0.2659, 0.3866, 0.4078, 0.4843, 0.4149, 0.6112, -0.2783, 0.3754, 0.4273, 0.0932, -0.0925, 0.3089, 0.3933, 0.3812, 0.3935, 0.4389, -0.0487, 0.3325, 0.5313, 0.4449, 0.3856, 0.3215, 0.2679, -0.3212, 0.1411, 0.2555, 0.2606, -0.6990, 1.0342, -0.3460, -0.3042, -0.9768, -0.3707, -0.4868, -0.9145, -0.3333, -0.2051, -1.1072, 0.2584, 0.3346, 0.1951, 0.4407, 0.2652, 0.3156, 0.3786, 0.3428, 0.2665, 0.3368, 0.2381, 0.2933, 0.3672, 0.3895, 0.2852, -0.8033, 0.5138, -0.1032, -0.5047, -1.0166, 0.0429, -0.4463, -0.9941, -0.1502, -0.0401, -1.1936, 0.3176, 0.4174, 0.2408, 0.4408, 0.2641, 0.3512, 0.3666, 0.2393, 0.3487, 0.2770, 0.2637, 0.0857, 0.3951, 0.4119, 0.2726],
  "total_charge": -1,
  "gap_ev": 6.00
}

{
  "formula": "H10N3",
  "method": "ωB97M-V with the def2-TZVPD basis set",
  "elements": ["N", "H", "H", "H", "H", "N", "H", "H", "H", "N", "H", "H", "H"],
  "coordinates": [[0.12, -0.55, 0.57], [0.80, -0.05, 1.13], [-0.66, 0.06, 0.33], [0.62, -1.00, -0.22], [-0.30, -1.23, 1.20], [-1.24, 1.86, 1.48], [-0.77, 1.85, 2.38], [-2.23, 1.74, 1.68], [-1.08, 2.76, 1.04], [1.10, -1.28, -2.09], [0.37, -1.25, -2.80], [1.47, -2.23, -2.16], [1.80, -0.67, -2.53]],
  "mulliken_charge": [-0.4627, 0.3776, 0.3994, 0.3558, 0.3851, -0.7873, 0.2803, 0.2720, 0.2485, -0.8978, 0.2806, 0.2747, 0.2737],
  "total_charge": 1,
  "relative_energy_kj_mol": 23.6,
  "gap_ev": 11.41
}

{
  "formula": "C36H30N11O6STi",
  "method": "ωB97M-V with the def2-TZVPD basis set",
  "elements": ["Ti", "O", "C", "O", "C", "C", "C", "C", "C", "N", "C", "O", "O", "H", "H", "H", "H", "O", "C", "C", "C", "C", "C", "C", "N", "H", "H", "H", "H", "H", "H", "H", "C", "N", "C", "N", "C", "N", "C", "C", "C", "C", "C", "C", "C", "N", "N", "C", "O", "C", "C", "C", "C", "C", "C", "N", "C", "N", "C", "N", "C", "H", "H", "H", "H", "H", "H", "H", "H", "H", "H", "H", "H", "H", "H", "H", "H", "S", "C", "C", "N", "C", "H", "H", "H"],
  "coordinates": [[-0.57, 0.31, 0.51], [-4.21, 2.24, 0.49], [-3.11, 1.58, 0.84], [-2.16, 1.36, -0.02], [-2.92, 1.08, 2.13], [-3.74, 1.17, 3.29], [-3.29, 0.60, 4.44], [-2.02, -0.07, 4.49], [-1.30, -0.14, 3.35], [-1.72, 0.40, 2.19], [0.05, -0.79, 3.18], [0.71, -1.20, 4.10], [0.40, -0.81, 1.90], [-4.12, 2.50, -0.44], [-4.69, 1.68, 3.24], [-3.89, 0.66, 5.34], [-1.64, -0.51, 5.40], [1.26, -0.74, -0.46], [0.93, -2.08, -0.87], [-0.49, -2.48, -0.57], [-0.93, -3.75, -0.89], [-2.24, -4.09, -0.64], [-3.09, -3.15, -0.08], [-2.58, -1.90, 0.22], [-1.30, -1.57, -0.02], [1.46, -0.80, 0.51], [1.62, -2.78, -0.40], [1.08, -2.13, -1.95], [-0.24, -4.46, -1.34], [-2.60, -5.08, -0.88], [-4.13, -3.37, 0.12], [-3.21, -1.14, 0.67], [2.89, 3.71, -2.63], [1.69, 3.16, -2.01], [1.40, 1.91, -1.68], [0.27, 1.88, -1.00], [-0.10, 3.19, -0.96], [0.72, 4.00, -1.57], [2.64, 4.21, -4.03], [3.33, 5.32, -4.50], [3.12, 5.77, -5.80], [2.23, 5.09, -6.63], [1.57, 3.97, -6.15], [1.77, 3.54, -4.86], [0.69, 3.22, -7.04], [0.18, 3.58, -8.16], [-0.53, 2.46, -8.64], [-0.37, 1.55, -7.75], [0.37, 1.95, -6.71], [-0.85, 0.16, -7.77], [-1.83, -0.20, -8.70], [-2.26, -1.52, -8.74], [-1.72, -2.46, -7.87], [-0.73, -2.10, -6.96], [-0.14, -3.13, -6.03], [-0.03, -2.68, -4.65], [1.04, -2.17, -4.02], [0.72, -1.78, -2.80], [-0.61, -2.07, -2.75], [-1.11, -2.62, -3.84], [-0.31, -0.78, -6.91], [3.67, 2.96, -2.61], [3.21, 4.54, -2.00], [2.03, 1.06, -1.91], [-1.00, 3.54, -0.48], [4.01, 5.85, -3.85], [3.65, 6.64, -6.17], [2.05, 5.41, -7.65], [1.23, 2.67, -4.50], [-2.24, 0.55, -9.36], [-3.02, -1.81, -9.45], [-2.06, -3.49, -7.91], [0.87, -3.41, -6.35], [-0.75, -4.03, -6.04], [2.01, -2.11, -4.48], [-1.23, -1.88, -1.88], [0.46, -0.48, -6.20], [1.76, 2.59, 3.99], [2.85, 1.97, 2.84], [2.18, 1.65, 1.72], [0.82, 1.88, 1.73], [0.49, 2.38, 2.90], [3.90, 1.86, 3.06], [2.64, 1.26, 0.82], [-0.53, 2.67, 3.15]],
  "mulliken_charge": [-0.0533, -0.5608, 0.5645, -0.4172, -0.1658, -0.9701, -0.6541, -0.6449, 0.5279, 1.2907, -0.2389, -0.6799, -0.7207, 0.3729, 0.5840, 0.4559, 0.6081, -0.2305, -0.2391, 0.5576, -0.5296, -0.6001, -1.1003, -0.0981, 1.0967, 0.4115, 0.5968, -0.3740, 0.5340, 0.4611, 0.4897, 0.3166, -1.4068, 1.0757, -0.8178, 0.4931, -0.7523, -0.9733, 1.1190, -0.8537, -0.6958, -0.8689, 0.2005, -0.4053, 0.4801, -0.4969, -0.4584, 0.6327, -0.2653, 0.0473, -0.9257, -0.7172, -0.8077, 1.0478, -1.2740, 0.8176, -0.1438, 0.1546, -1.0889, -0.8971, -0.1101, 0.2825, 0.4911, 0.5444, 0.6057, 0.4325, 0.4140, 0.5326, 0.7159, 0.5304, 0.4108, 0.3921, 0.3029, 0.4310, 0.4644, 1.0046, 0.6087, -0.1511, -0.3688, -0.7524, 0.5457, -0.2425, 0.4604, 0.2669, 0.3781],
  "total_charge": 1,
  "relative_energy_kj_mol": 692.9,
  "gap_ev": [5.61, 5.90]
}

{
  "formula": "C5H12NO",
  "method": "ωB97M-V with the def2-TZVPD basis set",
  "elements": ["C", "C", "N", "C", "C", "C", "O", "H", "H", "H", "H", "H", "H", "H", "H", "H", "H", "H", "H"],
  "coordinates": [[0.58, -2.13, -2.12], [0.41, -1.76, -0.65], [0.55, -0.33, -0.48], [0.16, 0.22, 0.82], [-1.31, -0.01, 1.09], [0.38, 1.87, 0.71], [-0.73, 2.60, 0.74], [1.51, -1.69, -2.49], [-0.25, -1.78, -2.74], [0.65, -3.20, -2.26], [1.20, -2.26, -0.08], [-0.55, -2.16, -0.31], [-0.01, 0.15, -1.19], [0.86, -0.15, 1.57], [-1.66, 0.48, 2.01], [-1.88, 0.44, 0.28], [-1.57, -1.07, 1.17], [1.07, 2.11, 1.56], [0.94, 1.93, -0.24]],
  "mulliken_charge": [-1.3196, -0.2253, -0.4218, 0.0749, -1.2531, -0.5656, -0.8778, 0.3206, 0.3243, 0.3974, 0.2377, 0.2343, 0.2814, 0.3975, 0.3820, 0.2788, 0.3600, 0.1601, 0.2143],
  "total_charge": -1,
  "relative_energy_kj_mol": 70.3,
  "smiles": "CCN[C@H](C)C[O-]",
  "gap_ev": 5.92
}

| no. | largest force on an atom (Eh/bohr) |
| --- | --- |
| 1 | 0.1327 |
| 2 | 0.1907 |
| 3 | 0.1147 |
| 4 | 0.0213 |
| 5 | 0.3046 |
| 6 | 0.0330 |